1.
{"formula": "C45H96O12", "method": "wB97M-V/def2-TZVPD", "species": ["C", "C", "C", "O", "C", "H", "H", "H", "H", "H", "H", "H", "H", "C", "C", "C", "O", "C", "H", "H", "H", "H", "H", "H", "H", "H", "C", "C", "C", "O", "C", "H", "H", "H", "H", "H", "H", "H", "H", "C", "C", "C", "O", "C", "H", "H", "H", "H", "H", "H", "H", "H", "C", "C", "C", "O", "C", "H", "H", "H", "H", "H", "H", "H", "H", "C", "C", "C", "O", "C", "H", "H", "H", "H", "H", "H", "H", "H", "C", "C", "C", "O", "C", "H", "H", "H", "H", "H", "H", "H", "H", "C", "C", "C", "O", "C", "H", "H", "H", "H", "H", "H", "H", "H", "C", "C", "C", "O", "C", "H", "H", "H", "H", "H", "H", "H", "H", "C", "C", "C", "O", "H", "H", "H", "H", "H", "H", "H", "H", "C", "C", "C", "O", "H", "H", "H", "H", "H", "H", "H", "H", "C", "C", "C", "O", "H", "H", "H", "H", "H", "H", "H", "H"], "positions_angstrom": [[5.230, -28.533, -11.305], [3.696, -28.498, -11.273], [3.416, -28.434, -9.742], [4.657, -28.167, -9.120], [5.682, -28.839, -9.830], [5.680, -27.664, -11.786], [5.504, -29.382, -11.932], [3.227, -29.371, -11.726], [3.310, -27.616, -11.784], [2.827, -29.214, -9.260], [2.839, -27.548, -9.476], [5.721, -29.844, -9.410], [6.603, -28.319, -9.568], [2.622, -28.599, -4.375], [3.335, -28.911, -5.658], [3.800, -27.563, -6.108], [3.718, -26.719, -4.936], [3.478, -27.509, -3.804], [2.471, -29.368, -3.618], [1.600, -28.234, -4.485], [2.569, -29.402, -6.258], [4.132, -29.507, -5.215], [2.968, -27.130, -6.665], [4.739, -27.534, -6.660], [3.050, -26.876, -3.027], [4.455, -27.854, -3.465], [9.620, -24.775, -8.142], [8.472, -25.749, -8.137], [8.509, -26.487, -9.425], [9.629, -25.927, -10.105], [10.531, -25.333, -9.205], [10.091, -24.729, -7.161], [9.327, -23.770, -8.447], [7.527, -25.261, -7.899], [8.677, -26.401, -7.288], [7.555, -26.191, -9.861], [8.690, -27.553, -9.562], [11.242, -24.604, -9.592], [11.238, -26.052, -8.792], [5.708, -24.626, -14.531], [6.968, -25.339, -14.064], [6.865, -26.619, -14.855], [6.230, -26.242, -16.124], [5.414, -25.049, -15.952], [5.726, -23.539, -14.456], [4.932, -25.073, -13.910], [6.966, -25.481, -12.983], [7.892, -24.796, -14.263], [6.246, -27.305, -14.276], [7.813, -27.110, -15.073], [4.356, -25.241, -16.129], [5.666, -24.214, -16.606], [0.531, -24.755, -13.054], [1.059, -23.404, -13.432], [1.624, -23.618, -14.850], [1.796, -25.007, -14.887], [1.562, -25.622, -13.680], [-0.397, -25.061, -13.536], [0.410, -24.961, -11.990], [1.879, -23.198, -12.743], [0.262, -22.664, -13.362], [2.537, -23.026, -14.907], [0.847, -23.232, -15.510], [2.517, -25.674, -13.157], [1.166, -26.613, -13.901], [4.981, -17.888, -8.622], [4.957, -19.362, -8.673], [3.672, -19.783, -8.050], [2.965, -18.568, -7.764], [3.855, -17.489, -7.654], [4.644, -17.614, -9.622], [5.935, -17.403, -8.416], [5.749, -19.777, -8.051], [5.061, -19.788, -9.672], [3.942, -20.453, -7.234], [3.115, -20.434, -8.724], [4.014, -17.358, -6.584], [3.276, -16.656, -8.052], [-1.696, -21.819, -8.237], [-0.367, -22.188, -8.809], [-0.505, -21.720, -10.244], [-1.903, -21.810, -10.571], [-2.682, -22.060, -9.333], [-1.678, -20.751, -8.020], [-1.804, -22.228, -7.233], [0.020, -23.207, -8.844], [0.409, -21.704, -8.217], [0.010, -22.341, -10.976], [-0.326, -20.651, -10.359], [-3.091, -23.070, -9.324], [-3.529, -21.374, -9.321], [-1.511, -26.553, -5.558], [-1.185, -25.363, -6.538], [-0.004, -26.019, -7.292], [-0.288, -27.420, -7.392], [-0.966, -27.832, -6.225], [-2.587, -26.672, -5.428], [-1.100, -26.373, -4.564], [-0.954, -24.404, -6.074], [-2.056, -25.207, -7.175], [0.880, -25.753, -6.713], [0.201, -25.542, -8.250], [-0.399, -28.343, -5.447], [-1.834, -28.306, -6.684], [7.540, -21.000, -10.855], [8.542, -20.041, -10.337], [9.662, -20.918, -9.893], [9.575, -22.071, -10.670], [8.423, -22.093, -11.495], [6.798, -20.555, -11.518], [6.917, -21.395, -10.052], [8.099, -19.374, -9.598], [8.843, -19.329, -11.106], [9.629, -21.048, -8.811], [10.604, -20.432, -10.147], [7.802, -22.987, -11.445], [8.725, -21.755, -12.486], [1.936, -21.741, -5.348], [2.616, -22.018, -4.011], [2.886, -23.473, -3.671], [3.830, -21.318, -4.043], [2.619, -22.127, -6.105], [1.648, -20.726, -5.618], [1.065, -22.396, -5.318], [1.932, -21.790, -3.194], [2.059, -24.104, -3.345], [3.595, -23.548, -2.846], [3.491, -23.909, -4.465], [3.860, -20.886, -3.187], [3.524, -23.879, -8.756], [4.107, -24.761, -9.892], [4.747, -23.937, -10.996], [5.209, -25.601, -9.368], [4.294, -23.449, -8.115], [3.029, -24.556, -8.060], [2.790, -23.192, -9.177], [3.322, -25.396, -10.302], [4.006, -23.321, -11.506], [5.151, -24.636, -11.728], [5.637, -23.446, -10.603], [4.838, -26.485, -9.311], [7.258, -22.686, -6.508], [6.231, -23.410, -5.561], [6.408, -24.858, -5.290], [6.088, -22.690, -4.425], [6.950, -21.640, -6.492], [7.359, -23.025, -7.539], [8.250, -22.586, -6.069], [5.262, -23.302, -6.048], [6.072, -25.410, -6.167], [5.729, -25.217, -4.516], [7.404, -25.124, -4.937], [5.260, -22.206, -4.468]], "total_charge": 1, "largest_force_ha_per_bohr": 0.0605, "gap_ev": [7.48, 1.35], "e_lumo_ev": [-2.85, -8.98], "multiplicity": 2}

2.
{"formula": "C5H5NS3", "method": "wB97M-V/def2-TZVPD", "species": ["N", "C", "C", "S", "C", "S", "C", "C", "S", "H", "H", "H", "H", "H"], "positions_angstrom": [[-0.139, 3.941, -0.723], [-0.282, 2.872, -1.059], [-0.384, 1.406, -1.580], [-1.932, 0.552, -1.416], [-0.333, 0.289, -0.552], [-0.110, 0.626, 1.219], [-0.199, -1.172, 1.579], [0.963, -1.739, 0.761], [0.682, -1.166, -0.973], [0.160, 1.364, -2.572], [-1.119, -1.600, 0.951], [-0.249, -1.119, 2.699], [1.995, -1.462, 1.200], [0.947, -2.792, 0.466]], "largest_force_ha_per_bohr": 0.0980, "de_lowest_kj_mol": 102.7, "gap_ev": 9.52, "e_lumo_ev": 0.30}

3.
{"formula": "H16O8", "method": "wB97M-V/def2-TZVPD", "species": ["O", "H", "H", "O", "H", "H", "O", "H", "H", "O", "H", "H", "O", "H", "H", "O", "H", "H", "O", "H", "H", "O", "H", "H"], "positions_angstrom": [[1.202, 1.054, 0.517], [1.574, 1.557, -0.216], [0.304, 0.851, 0.231], [5.420, -1.183, 0.472], [5.549, -0.525, -0.221], [5.892, -0.820, 1.230], [-3.294, 1.447, 2.691], [-3.987, 1.458, 3.360], [-3.018, 0.524, 2.654], [-0.614, -3.432, 1.828], [-1.471, -3.513, 2.261], [-0.504, -2.483, 1.701], [1.173, -2.772, -1.217], [0.379, -3.271, -1.438], [1.740, -3.415, -0.776], [-2.547, -1.221, -2.280], [-2.138, -1.593, -3.070], [-3.491, -1.357, -2.419], [2.065, 5.133, -0.511], [1.197, 5.159, -0.094], [2.363, 4.227, -0.376], [-2.777, 1.112, -1.230], [-1.979, 1.605, -1.008], [-3.036, 1.460, -2.091]], "largest_force_ha_per_bohr": 0.0147, "de_lowest_kj_mol": 315.5, "gap_ev": 10.98, "e_lumo_ev": 0.19}

4.
{"formula": "C6H11N3O", "method": "wB97M-V/def2-TZVPD", "species": ["C", "C", "C", "C", "C", "C", "N", "N", "N", "O", "H", "H", "H", "H", "H", "H", "H", "H", "H", "H", "H"], "positions_angstrom": [[-2.803, -0.158, -0.707], [-1.676, 0.313, 0.987], [1.114, -0.609, 1.527], [1.017, -1.511, -0.887], [1.323, 1.650, -0.753], [0.461, -0.631, 0.185], [-2.889, 0.441, 0.494], [-1.613, -0.640, -0.985], [-0.879, -0.348, 0.105], [0.533, 2.503, -0.052], [-3.631, -0.243, -1.381], [-1.359, 0.672, 1.943], [0.770, -1.450, 2.139], [0.901, 0.313, 2.069], [2.191, -0.696, 1.402], [0.562, -1.270, -1.845], [0.806, -2.564, -0.677], [2.095, -1.389, -0.958], [2.341, 1.645, -0.413], [1.100, 1.458, -1.789], [-0.365, 2.513, -0.404]], "largest_force_ha_per_bohr": 0.0433, "de_lowest_kj_mol": 388.0, "gap_ev": [7.78, 7.92], "e_lumo_ev": [0.31, 0.81]}

5.
{"formula": "C4H9NO", "method": "wB97M-V/def2-TZVPD", "species": ["H", "N", "C", "O", "H", "H", "C", "C", "C", "H", "H", "H", "H", "H", "H"], "positions_angstrom": [[-2.280, 1.182, 0.223], [-1.653, 0.939, -0.539], [-2.202, 0.429, -1.551], [-1.440, 0.154, -2.587], [-3.209, 0.156, -1.659], [-0.505, 0.556, -2.497], [1.292, -0.946, -0.310], [1.445, 0.012, 0.650], [0.986, -0.094, 2.088], [1.760, -0.751, -1.301], [0.869, -1.912, -0.255], [1.952, 0.914, 0.441], [0.802, -1.131, 2.453], [2.011, -0.049, 2.567], [0.173, 0.540, 2.276]], "largest_force_ha_per_bohr": 0.0841, "de_lowest_kj_mol": 261.5, "gap_ev": 10.18, "e_lumo_ev": 0.99}

6.
{"formula": "C12H23BClI2N2O4", "method": "wB97M-V/def2-TZVPD", "species": ["C", "C", "I", "C", "I", "B", "C", "C", "O", "C", "C", "O", "C", "O", "C", "C", "C", "Cl", "H", "H", "H", "H", "H", "H", "H", "H", "H", "H", "H", "H", "H", "H", "H", "H", "H", "H", "H", "C", "O", "N", "N", "H", "H", "H", "H"], "positions_angstrom": [[2.991, 2.332, -0.034], [2.100, 1.254, -0.688], [3.226, -0.256, -1.692], [0.766, 1.252, -0.662], [0.005, 3.026, 0.363], [-0.232, 0.135, -1.334], [0.061, -1.443, -0.980], [0.686, -1.781, 0.386], [0.243, -0.948, 1.477], [-0.124, 0.259, -2.998], [-0.585, 1.595, -3.589], [0.350, 2.699, -3.367], [-0.389, 3.831, -3.370], [-0.223, 4.706, -4.146], [-1.850, 0.412, -1.050], [-2.524, -0.199, 0.194], [-4.073, -0.316, -0.126], [-2.450, 0.793, 1.721], [2.780, 2.412, 1.042], [2.754, 3.283, -0.539], [4.058, 2.125, -0.197], [0.719, -1.856, -1.771], [-0.867, -2.048, -1.068], [1.789, -1.807, 0.404], [0.381, -2.822, 0.645], [1.046, -0.648, 1.923], [0.876, 0.022, -3.400], [-0.808, -0.517, -3.407], [-1.593, 1.928, -3.283], [-0.638, 1.475, -4.695], [-1.215, 3.959, -2.636], [-2.380, -0.030, -1.924], [-2.125, 1.488, -1.090], [-2.231, -1.218, 0.467], [-4.249, -1.343, -0.490], [-4.636, -0.224, 0.817], [-4.376, 0.446, -0.855], [1.988, -2.531, 4.732], [2.921, -2.033, 4.127], [0.690, -2.313, 4.390], [2.172, -3.356, 5.811], [-0.088, -2.714, 4.876], [0.515, -1.712, 3.601], [3.118, -3.538, 6.091], [1.422, -3.777, 6.324]], "total_charge": -1, "largest_force_ha_per_bohr": 0.0470, "gap_ev": 7.50, "e_lumo_ev": 2.51}

7.
{"formula": "C3H9N2O", "method": "wB97M-V/def2-TZVPD", "species": ["C", "C", "C", "N", "N", "O", "H", "H", "H", "H", "H", "H", "H", "H", "H"], "positions_angstrom": [[1.682, -0.391, -0.148], [0.910, 0.300, 0.682], [-0.531, -0.265, 0.958], [-0.947, -0.429, 2.194], [-0.527, 0.555, -1.995], [-1.395, -0.532, 0.103], [2.716, -0.135, -0.222], [1.333, -1.290, -0.600], [1.085, 1.181, 1.271], [-1.792, -0.991, 2.295], [-0.481, -0.186, 3.148], [0.418, 0.372, -2.342], [-0.405, 1.406, -1.428], [-1.158, 0.542, -2.740], [-0.908, -0.137, -1.175]], "total_charge": 1, "largest_force_ha_per_bohr": 0.2234, "de_lowest_kj_mol": 76.9, "gap_ev": [7.58, 7.43], "e_lumo_ev": [-3.08, -7.40], "multiplicity": 3}

8.
{"formula": "C4H6O", "method": "wB97M-V/def2-TZVPD", "species": ["C", "O", "C", "C", "C", "H", "H", "H", "H", "H", "H"], "positions_angstrom": [[-1.969, 0.249, 0.119], [-0.623, 0.585, -0.197], [0.265, -0.342, 0.046], [1.621, -0.220, -0.098], [2.300, 0.805, -0.814], [-2.344, -0.489, -0.593], [-2.536, 1.173, 0.039], [-2.047, -0.141, 1.141], [2.060, -1.012, 0.500], [-0.120, -1.281, 0.466], [3.391, 0.672, -0.608]], "largest_force_ha_per_bohr": 0.0147, "de_lowest_kj_mol": 390.4, "gap_ev": [7.42, 7.42], "e_lumo_ev": [-0.39, -0.39]}